Entry 1:
DFT (ωB97M-V/def2-TZVPD) results for a molecular structure, C5H9HgO3 in a non-equilibrium geometry.

The energy above the lowest of the compared OMol25 structures with the same formula, charge and spin comes out at 146.8 kcal/mol. The value obtained for the frontier orbital gap (spin up / spin down) is 7.208 / 6.262 eV. As for the molar mass: 317.714 g/mol. The calculated total energy is -15639.5228 eV. The net charge is 0. As for the multiplicity: 2.

```
18
Properties=species:S:1:pos:R:3:forces:R:3
O -1.60279 -1.03124 -1.32164 1.67 1.01 -1.30
C -0.69896 -0.15967 -1.61016 -3.41 -2.43 2.16
C 0.71177 -0.65291 -1.31449 0.95 2.11 -1.53
H -0.14810 1.53228 -0.54503 -0.70 -1.53 0.15
H 1.03869 -1.34149 -2.10973 -0.30 -0.06 0.28
H 1.37668 0.22226 -1.41224 -0.07 -0.35 0.03
O -1.73720 1.12810 1.67822 0.57 -0.21 -1.28
C -0.69037 1.55368 0.98846 -2.94 -1.25 1.21
C 0.48415 0.65304 1.40673 2.12 2.33 -0.57
O 0.20604 -0.70753 1.11539 1.18 0.31 0.10
C 0.93039 -1.30378 0.04668 0.07 -0.30 -0.06
Hg -2.05678 -0.99343 0.90298 -2.39 -1.15 1.20
H -1.24092 2.19812 0.25111 2.24 1.77 1.06
H 0.71609 0.76775 2.47862 -0.63 -0.27 -0.25
H 1.39286 0.99496 0.88095 -0.11 -0.39 0.08
H 0.60914 -2.35243 0.00103 -0.07 0.32 0.23
H 2.00537 -1.28727 0.29203 -0.28 -0.01 -0.17
H -1.29606 0.77954 -1.72893 2.09 0.07 -1.35
```
Forces are in eV/Å.


Entry 2:
DFT (ωB97M-V/def2-TZVPD) results for a gas-phase ion, C5H9I3N3 (charge +1) in a non-equilibrium geometry.

The energy above the lowest of the compared OMol25 structures with the same formula, charge and spin comes out at 45.1 kcal/mol. The value obtained for the frontier orbital gap is 7.923 eV. As for the molar mass: 491.860 g/mol. The calculated total energy is -34092.9669 eV. The net charge is +1.

```
20
Properties=species:S:1:pos:R:3:forces:R:3
C -1.90669 1.27500 -0.06356 0.23 -3.93 -2.28
C -1.86501 -1.02711 -0.48741 0.05 -3.05 -1.73
C 1.62290 0.14342 0.80856 2.80 -1.13 -0.45
C 0.68477 -0.66897 0.04750 -0.30 -0.76 -3.13
C 2.65573 0.72427 -0.11809 -0.81 -0.44 -3.52
N -1.03871 0.75408 0.71907 -1.60 4.43 0.72
N -2.27100 0.07513 -1.18575 -0.30 3.46 1.99
N -0.73631 -0.51485 0.43803 -1.34 -4.54 0.27
I -2.55498 3.17657 -0.30250 0.00 -0.14 0.19
I -3.37107 -2.07810 0.89512 0.68 0.61 -0.54
I 4.41981 1.41267 0.79414 -0.19 0.09 -0.10
H -1.57423 -1.89237 -1.21198 -0.06 1.48 1.67
H 1.15595 0.91375 1.25657 -1.39 2.45 2.08
H 2.18981 -0.47568 1.47566 -0.20 -0.26 0.96
H 0.67291 -0.44067 -1.03946 0.19 0.16 0.51
H 1.01002 -1.69040 0.12206 -0.60 -0.76 0.02
H 2.09815 1.47879 -0.75311 1.10 -0.12 0.87
H 2.89302 -0.05013 -0.94176 0.26 0.98 1.50
H -3.19453 0.07105 -1.69035 1.33 0.14 1.00
H -0.89052 -1.18645 1.23726 0.16 1.34 -0.02
```
Forces are in eV/Å.


Entry 3:
DFT (ωB97M-V/def2-TZVPD) results for a gas-phase ion, C5H9IN (charge +1) in a non-equilibrium geometry.

The energy above the lowest of the compared OMol25 structures with the same formula, charge and spin comes out at 50.9 kcal/mol. The value obtained for the frontier orbital gap is 9.644 eV. As for the molar mass: 210.038 g/mol. The calculated total energy is -14912.0642 eV. The net charge is +1.

```
16
Properties=species:S:1:pos:R:3:forces:R:3
C 1.89833 -0.95908 -0.24423 -1.92 -1.27 4.07
C 0.26238 0.66478 -1.27703 0.14 2.60 -4.42
C -0.36682 0.21326 -0.05886 -2.75 0.30 3.17
C -0.41390 1.23781 1.05726 1.84 1.08 1.98
C -1.43671 -0.83040 -0.05610 -1.86 -3.45 -0.60
N 0.89935 -0.25323 -0.44393 1.94 0.06 -0.74
I 1.97550 -2.05595 1.52068 -0.07 0.01 -0.14
H 2.77040 -1.08501 -0.72448 2.59 0.21 -2.69
H 0.00288 0.39406 -2.33207 -0.08 -0.53 1.23
H 0.66971 1.70639 -1.36065 -0.17 -1.01 0.75
H -0.49991 0.82991 2.10879 -0.81 0.05 -1.39
H -1.09673 2.09521 0.85473 0.16 -1.02 0.15
H 0.59680 1.72003 1.21809 -0.78 -0.29 -0.81
H -1.77444 -1.50057 0.83612 1.25 2.12 -0.49
H -1.05055 -1.71808 -0.66627 -0.83 1.38 -0.07
H -2.43628 -0.45912 -0.43207 1.35 -0.24 0.00
```
Forces are in eV/Å.


Entry 4:
DFT (ωB97M-V/def2-TZVPD) results for a gas-phase ion, C5H9IN (charge +1) in a non-equilibrium geometry.

The energy above the lowest of the compared OMol25 structures with the same formula, charge and spin comes out at 19.8 kcal/mol. The value obtained for the frontier orbital gap is 9.765 eV. As for the molar mass: 210.038 g/mol. The calculated total energy is -14913.4120 eV. The net charge is +1.

```
16
Properties=species:S:1:pos:R:3:forces:R:3
C 1.01810 -1.40853 0.24557 0.76 0.29 -0.32
C 1.15896 -0.36093 -0.51555 1.05 1.85 -1.70
C -0.33676 -1.39433 0.86222 1.24 -0.71 2.43
C -1.20334 -0.41030 0.10464 1.79 0.08 1.31
C -0.14581 1.83715 -0.19020 1.98 -0.53 1.31
N -0.11382 0.40807 -0.58273 -1.64 0.54 -0.86
I 2.83687 0.44737 -1.67568 -1.48 -0.77 1.06
H 1.89699 -2.00896 0.48312 -0.69 -0.30 0.09
H -0.65346 -2.39377 1.02904 -1.07 -0.84 -0.43
H -0.04258 -1.13314 1.90165 -0.86 0.51 -0.22
H -1.82646 -0.87617 -0.58779 -0.62 -0.92 -1.58
H -1.86736 0.23522 0.66073 0.31 0.22 0.53
H 0.06865 2.03933 0.83818 -0.40 -0.73 1.10
H 0.72132 2.28496 -0.59024 0.54 0.84 -1.42
H -1.06791 2.24326 -0.44346 -1.40 0.83 -0.75
H -0.44338 0.49077 -1.53950 0.48 -0.37 -0.54
```
Forces are in eV/Å.